Entry from the OMol25 dataset: a structure of composition C22H51CeCl3F5NO2SSbSi5Te2 at a distorted geometry (ωB97M-V with the def2-TZVPD basis set).

Calculated values
* net charge: -1
* F_max: 2.42 eV/Å
* LUMO energy: 1.58 eV
* HOMO-LUMO gap: 0.2546 hartree

Cartesian coordinates (Å):
Ce (-1.3282, 1.7525, 4.7111)
Te (0.0170, -0.2725, -1.9525)
Te (-2.2188, 0.3012, 7.6295)
Sb (4.1854, -4.2711, 0.9055)
Cl (-4.8612, 0.7771, 3.0113)
Cl (-3.2312, 2.2710, 0.4305)
Cl (-4.5397, 4.1623, 2.5866)
S (-1.7643, -1.7563, 0.1231)
Si (0.2113, -3.5332, -4.0947)
Si (-3.3976, 2.4027, 2.4905)
Si (1.5594, 0.0821, -5.4305)
Si (-2.1741, -0.4490, -4.8758)
Si (-0.0136, -1.1991, -4.2024)
F (-0.2870, 0.6347, 3.4419)
F (-1.2177, -0.2605, 9.1413)
F (-3.2265, 2.0974, 5.5777)
F (-2.3030, -1.5232, 7.6563)
F (-2.6461, -0.2381, 5.6354)
O (-2.9467, -2.5247, 0.4672)
O (-0.7646, 1.0126, 6.8394)
N (-1.3915, -1.6769, -1.3025)
C (-3.4616, -0.3213, -3.4587)
C (1.8025, 2.5986, 6.4028)
C (-0.4146, 4.0553, 3.7046)
C (4.0283, -2.1438, 1.5156)
C (1.9207, -4.1097, -3.6585)
C (0.7403, 3.2939, 5.5691)
C (-0.1365, -4.0422, -5.8972)
C (1.0940, 0.0364, -7.2776)
C (-0.7855, 4.2449, 7.4697)
C (1.9741, 3.0201, 3.3150)
C (-1.1693, 4.3408, 4.8613)
C (3.2028, -0.7542, -5.3350)
C (-1.0900, -4.3544, -3.0435)
C (-0.4569, 3.9131, 6.0198)
C (2.0118, -4.5324, 0.6145)
C (-1.9505, 1.2112, -5.7557)
C (-2.4823, 5.0601, 4.9610)
C (4.1332, -5.1134, 2.8983)
C (1.6251, 1.9039, -4.8798)
C (0.7928, 3.4721, 4.1850)
C (-2.9450, -1.7465, -6.0746)
C (-0.6057, 4.5095, 2.3314)
H (1.8623, 0.3917, -7.9562)
H (0.8986, -1.0191, -7.4044)
H (1.9057, 1.9700, 3.0096)
H (-2.6803, 5.5733, 3.9472)
H (2.3949, 2.3396, -5.5556)
H (0.8543, -3.9164, -6.3599)
H (-2.6937, 1.3561, -6.5070)
H (0.7010, 2.4737, -4.9779)
H (1.4097, 2.6715, 7.3969)
H (3.4799, -1.5641, 0.7451)
H (-2.3710, 5.9460, 5.6153)
H (-3.3572, 4.5185, 5.3955)
H (-0.4214, -5.1071, -5.9425)
H (0.0126, 5.3793, 2.1811)
H (1.6847, -3.7882, -0.1689)
H (2.7658, 3.1375, 6.3291)
H (-0.8377, -3.4871, -6.4739)
H (-2.2706, -1.8340, -6.9480)
H (-1.1819, -5.4299, -3.2755)
H (-4.1075, 0.5239, -3.7106)
H (-1.3759, 5.1776, 7.6539)
H (4.9474, -1.6524, 1.6166)
H (3.8881, -0.2650, -6.0134)
H (3.6260, -6.0285, 2.8671)
H (2.0105, 3.5818, 2.3754)
H (-2.9868, 0.0576, -2.5570)
H (-0.2759, 3.7946, 1.5886)
H (1.9437, 1.5321, 6.1672)
H (1.9757, -5.1824, -3.8447)
H (-2.1337, -3.9028, -3.1006)
H (1.8180, -5.5795, 0.3107)
H (0.1693, 4.3951, 7.9637)
H (3.1594, -1.8453, -5.5858)
H (-0.8321, -4.2922, -2.0024)
H (3.5988, -2.1055, 2.4852)
H (0.2010, 0.5859, -7.4621)
H (5.1159, -5.2972, 3.2968)
H (-2.2591, 1.9049, -4.9911)
H (-3.9956, -1.3918, -6.4126)
H (2.6937, -3.7318, -4.3466)
H (1.9290, 2.0200, -3.8446)
H (3.6513, -4.3906, 3.5494)
H (-1.2434, 3.3482, 7.9736)
H (2.2418, -3.9311, -2.6126)
H (3.7757, -0.7065, -4.4011)
H (2.9542, 3.2226, 3.8420)
H (-3.9811, -1.2424, -3.1934)
H (1.5811, -4.2178, 1.5773)
H (-1.6449, 4.8800, 2.1997)
H (-0.9405, 1.5455, -6.0173)
H (-3.1488, -2.7500, -5.6775)

Force components x, y, z for each atom (eV/Å):
-1.5 0.1 0.9
0.1 0.0 1.4
-1.3 0.3 -0.8
-0.4 0.6 0.0
0.7 0.9 -0.5
0.1 -0.3 -0.9
-0.5 0.1 -0.1
-0.6 0.2 2.3
-1.0 0.3 -0.9
-0.4 -1.0 1.1
-0.7 0.5 -0.1
-0.7 -1.5 0.0
-0.6 0.0 -0.7
0.9 -1.0 -1.1
0.7 1.0 1.0
0.1 0.8 0.3
-0.4 -2.2 -0.7
0.6 0.2 0.6
0.5 -0.1 -0.5
0.9 0.1 -0.1
0.4 0.4 -2.0
1.1 0.9 -0.2
-0.3 0.7 -0.5
1.2 -0.4 1.5
-0.8 -0.9 -1.4
0.9 -0.2 0.1
0.3 -0.1 -0.1
1.3 -0.8 0.6
0.4 -0.3 1.2
-0.3 -0.9 0.0
0.2 0.5 0.5
-0.6 0.6 1.4
1.1 -0.9 0.4
-1.4 0.1 0.0
-0.4 0.6 -0.1
0.6 0.9 -0.4
0.2 0.0 1.2
-0.3 2.0 -1.0
0.7 1.6 -0.2
0.5 -0.3 -0.5
0.7 -1.0 -1.4
-1.1 0.8 -0.6
-1.0 0.9 -0.5
0.3 -0.1 0.0
-0.1 -0.4 -0.6
0.1 0.0 0.3
-0.3 -1.2 1.6
-0.4 0.1 0.5
-0.2 -0.2 -0.3
-0.2 0.0 -1.0
0.0 -0.2 -0.2
0.3 -0.3 0.8
-0.1 -0.5 0.6
0.2 -0.3 0.0
0.7 0.1 -0.9
0.2 0.3 0.0
0.4 0.6 -0.1
0.2 -1.0 0.7
-0.3 -0.3 0.1
-0.6 0.6 -0.2
-0.6 -0.1 0.1
0.1 0.3 -0.1
-0.5 -0.4 -0.2
0.2 -1.0 -0.5
1.7 0.4 0.0
0.2 0.0 -0.7
-1.0 -1.3 0.0
-0.1 0.1 0.2
0.2 -0.2 0.2
-0.4 -0.3 -0.2
-0.1 0.4 -0.1
-0.2 -0.3 0.2
1.4 -0.4 -0.2
-0.1 0.7 0.3
0.1 0.1 0.3
-0.1 0.9 0.0
0.2 0.1 0.6
-1.0 0.1 0.7
-0.8 0.3 -0.2
0.5 0.0 0.0
-0.1 0.6 0.6
1.7 -0.3 0.3
-0.3 0.3 0.3
0.3 0.0 0.2
-0.3 -0.1 0.1
0.1 1.0 -0.3
-0.2 0.0 -0.6
-0.5 0.0 0.3
-1.0 -0.4 -0.5
-0.1 0.2 -0.3
-0.2 -0.5 -0.4
0.6 -0.6 -0.4
-0.5 -0.4 -0.3
0.4 0.3 0.2